Here is the molecule ClF from the Open Molecules 2025 dataset. Energies are from ωB97M-V with the def2-TZVPD basis set.

Summary:
E_HOMO = -11.804 eV
Multiplicity = 1
Energy relative to the best compared isomer or geometry (same formula, charge and spin) = 0.3 kJ/mol

The geometry in XYZ format:
```
2
Properties=species:S:1:pos:R:3:forces:R:3:nbo_charge:R:1
F -0.0700 0.7998 -0.0332 -0.051 0.577 -0.024 -0.357
Cl 0.0700 -0.7998 0.0332 0.051 -0.577 0.024 0.357
```
Forces are in eV/Å.